[1]
{"formula": "C4H10N", "method": "ωB97M-V/def2-TZVPD", "smiles": "C1CC[NH2+]C1", "total_charge": 1, "lumo_energy_ev": -3.502, "spin_multiplicity": 1, "homo_energy_ev": -16.6, "species": ["C", "N", "C", "C", "C", "H", "H", "H", "H", "H", "H", "H", "H", "H", "H"], "coordinates": [[-0.0103, -0.4078, 1.2047], [0.3030, -1.2156, -0.0422], [0.2850, -0.2442, -1.2299], [0.0431, 1.1019, -0.6006], [-0.7330, 0.8187, 0.6788], [-0.5307, -1.0544, 1.8928], [0.9414, -0.1286, 1.6493], [-0.3941, -1.9372, -0.2026], [1.2084, -1.6766, 0.0424], [-0.5265, -0.5490, -1.8930], [1.2263, -0.3698, -1.7617], [0.9861, 1.6050, -0.3551], [-0.4414, 1.8216, -1.2534], [-1.7816, 0.6161, 0.4767], [-0.5756, 1.6200, 1.3937]]}



[2]
{"formula": "C4H10N", "method": "ωB97M-V/def2-TZVPD", "smiles": "C=[NH+]CCC", "total_charge": 1, "lumo_energy_ev": -5.433, "spin_multiplicity": 1, "homo_energy_ev": -15.5, "species": ["C", "C", "C", "C", "N", "H", "H", "H", "H", "H", "H", "H", "H", "H", "H"], "coordinates": [[0.2823, -2.3738, -0.7837], [-0.4477, -1.1777, -0.1744], [0.1291, 0.3207, -0.4406], [-0.1695, 2.4365, 0.7897], [0.1047, 1.1706, 0.6768], [0.4380, -3.3260, -0.2187], [1.3339, -1.9991, -0.7543], [-0.0039, -2.6453, -1.7759], [-0.5282, -1.4227, 0.8157], [-1.5174, -1.2513, -0.5006], [-0.2398, 0.5976, -1.4545], [1.3036, 0.1358, -0.5232], [-0.4410, 3.3072, 0.0899], [-0.1182, 2.6969, 1.8283], [0.2744, 0.4783, 1.4100]]}



[3]
{"formula": "C4H10N", "method": "ωB97M-V/def2-TZVPD", "total_charge": 1, "lumo_energy_ev": [-4.273, -4.191], "spin_multiplicity": 1, "homo_energy_ev": [-13.3, -13.4], "species": ["C", "C", "C", "C", "N", "H", "H", "H", "H", "H", "H", "H", "H", "H", "H"], "coordinates": [[1.9658, -0.3356, -0.1539], [1.1927, 0.8918, -0.3493], [-2.2950, 0.4888, -0.1364], [-0.3799, -1.0132, 0.2042], [0.7015, -0.1267, 0.5773], [2.0891, -1.1435, -0.7083], [2.8490, -0.2127, 0.4542], [1.3330, 1.9807, -0.1216], [0.4890, 0.7056, -1.2595], [-2.5775, 0.3808, -1.1071], [-2.7703, -0.2218, 0.5477], [-2.0772, 1.5406, 0.2786], [-0.4192, -1.5674, -0.6937], [-0.8579, -1.5615, 0.9764], [0.7570, 0.1942, 1.4914]]}



[4]
{"formula": "C4H10N2", "method": "ωB97M-V/def2-TZVPD", "total_charge": -1, "lumo_energy_ev": [4.411, 4.221], "spin_multiplicity": 2, "s_squared": 0.750, "homo_energy_ev": [1.3, -4.6], "species": ["C", "C", "C", "C", "N", "N", "H", "H", "H", "H", "H", "H", "H", "H", "H", "H"], "coordinates": [[-0.3208, -0.5153, 1.4549], [0.0689, -1.0998, 0.0361], [0.0048, -0.0597, -1.0151], [1.1113, 0.4300, -1.5952], [-1.3127, 0.4718, -1.2185], [0.5030, 0.5630, 1.9972], [-1.3011, -0.0466, 1.4034], [-0.2954, -1.3975, 2.0984], [-0.6557, -1.9148, 0.0118], [1.0463, -1.5745, 0.1320], [1.0463, 1.1055, -2.4325], [2.0249, 0.0208, -1.1720], [-1.6119, 0.9683, -0.3794], [-1.3263, 1.0403, -2.0479], [0.2145, 1.5253, 2.0604], [1.4324, 0.5042, 1.5968]]}



[5]
{"formula": "C4H10N2", "method": "ωB97M-V/def2-TZVPD", "smiles": "CC1(C)CN1N", "total_charge": 0, "lumo_energy_ev": 0.993, "spin_multiplicity": 1, "homo_energy_ev": -8.5, "species": ["C", "C", "C", "C", "N", "N", "H", "H", "H", "H", "H", "H", "H", "H", "H", "H"], "coordinates": [[-0.7932, 0.9245, 0.9877], [0.0412, -0.0776, 0.3216], [1.1551, -0.8351, 0.9708], [-0.7895, -0.7418, -0.7873], [0.5070, 1.2965, 0.1931], [0.3833, 1.9314, -1.0680], [-1.6717, 1.1260, 0.4312], [-0.6513, 1.2143, 2.0170], [1.7138, -1.5480, 0.2596], [0.8022, -1.6664, 1.7023], [1.8517, -0.1919, 1.4036], [-1.5314, -0.0748, -1.0907], [-1.2266, -1.6748, -0.3248], [-0.0069, -0.8906, -1.6019], [0.1069, 2.9047, -0.9102], [-0.4072, 1.4923, -1.5866]]}



[6]
{"formula": "C4H10N2", "method": "ωB97M-V/def2-TZVPD", "smiles": "C=CN.C=CN", "total_charge": 0, "lumo_energy_ev": 1.018, "spin_multiplicity": 1, "homo_energy_ev": -7.9, "species": ["C", "C", "N", "H", "H", "H", "H", "H", "C", "C", "N", "H", "H", "H", "H", "H"], "coordinates": [[2.5061, 1.0869, -0.9652], [1.7938, -0.0294, -0.7026], [2.3215, -1.2730, -0.9462], [3.5406, 1.2576, -0.7327], [1.9589, 1.9650, -1.2981], [0.8552, -0.0661, -0.1457], [2.8487, -1.5624, -1.7449], [2.1111, -2.0281, -0.3140], [-1.6775, 0.1061, 1.9216], [-2.5656, 0.3671, 0.9472], [-2.6653, -0.3276, -0.2255], [-0.6710, -0.1965, 1.6714], [-1.8463, 0.4720, 2.9263], [-3.2464, 1.2049, 1.0416], [-1.8787, -0.8640, -0.5467], [-3.3850, -0.1125, -0.8862]]}



| no. | molecular weight (g mol⁻¹) | F_max (eV/A) |
| --- | --- | --- |
| 1 | 72.131 | 1.110 |
| 2 | 72.131 | 5.922 |
| 3 | 72.131 | 6.144 |
| 4 | 86.138 | 2.378 |
| 5 | 86.138 | 5.042 |
| 6 | 86.138 | 1.679 |